Run 1
A cluster of 2 separate species, C9H14 in total. Source: the OMol25 dataset; level of theory: ωB97M-V/def2-TZVPD.

Bonds (Å) are listed after each position.
Cartesian coordinates (Å):
1 C -0.8664 -1.0717 -2.0561  C2 1.522, H8 1.093, H9 1.085, H10 1.092
2 C -0.8715 -0.7948 -0.5598  C1 1.522, C3 1.407, C7 1.383
3 C -0.0980 -1.6148 0.2820  C2 1.407, C4 1.379, H11 1.074
4 C -0.2257 -1.4046 1.6394  C3 1.379, C5 1.396, H12 1.091
5 C -0.9760 -0.3316 2.1237  C4 1.396, C6 1.389, H13 1.083
6 C -1.4592 0.6418 1.2593  C5 1.389, C7 1.404, H14 1.085
7 C -1.5778 0.3011 -0.0978  C2 1.383, C6 1.404, H15 1.086
8 H -1.9032 -1.3133 -2.3018  C1 1.093
9 H -0.2401 -1.8886 -2.3978  C1 1.085
10 H -0.4884 -0.2546 -2.6744  C1 1.092
11 H 0.4868 -2.3987 -0.1613  C3 1.074
12 H 0.2732 -2.1139 2.3019  C4 1.091
13 H -0.8413 -0.1413 3.1817  C5 1.083
14 H -1.7051 1.6042 1.6947  C6 1.085
15 H -2.0898 0.8948 -0.8494  C7 1.086
16 C 3.0050 1.4740 -1.1818  C17 1.535, H18 1.091, H19 1.088, H20 1.099
17 C 1.7909 1.9993 -0.4035  C16 1.535, H21 1.095, H22 1.078, H23 1.096
18 H 2.6011 0.6752 -1.8060  C16 1.091
19 H 3.4808 2.2586 -1.7657  C16 1.088
20 H 3.8094 0.9650 -0.6316  C16 1.099
21 H 0.8077 1.6532 -0.7394  C17 1.095
22 H 1.7630 3.0734 -0.4952  C17 1.078
23 H 1.7418 1.6470 0.6329  C17 1.096

Output
- E_LUMO: 1.01 eV
- Charge: 0
- SMILES: Cc1ccccc1.CC
- Orbital gap: 10.04 eV



Run 2
A cluster of 2 separate species, C9H14 in total. Source: the OMol25 dataset; level of theory: ωB97M-V/def2-TZVPD.

Bonds (Å) are listed after each position.
Cartesian coordinates (Å):
1 C 1.9858 -2.6572 -0.0106  C2 1.508, H8 1.094, H9 1.088, H10 1.089
2 C 1.5851 -1.2365 -0.3172  C1 1.508, C3 1.390, C7 1.395
3 C 1.7498 -0.2237 0.6208  C2 1.390, C4 1.395, H11 1.083
4 C 1.5238 1.0999 0.2415  C3 1.395, C5 1.381, H12 1.084
5 C 0.8880 1.3883 -0.9495  C4 1.381, C6 1.391, H13 1.082
6 C 0.4777 0.3363 -1.7616  C5 1.391, C7 1.384, H14 1.086
7 C 0.9438 -0.9448 -1.5214  C2 1.395, C6 1.384, H15 1.081
8 H 2.5104 -3.0593 -0.8821  C1 1.094
9 H 1.1286 -3.2975 0.1890  C1 1.088
10 H 2.6993 -2.7324 0.8084  C1 1.089
11 H 1.9648 -0.5072 1.6440  C3 1.083
12 H 1.9775 1.8626 0.8645  C4 1.084
13 H 0.5911 2.4006 -1.1890  C5 1.082
14 H -0.1642 0.4940 -2.6229  C6 1.086
15 H 0.7655 -1.7371 -2.2348  C7 1.081
16 C -3.2312 1.3828 1.9948  C17 1.535, H18 1.091, H19 1.084, H20 1.091
17 C -4.1265 0.9008 0.8449  C16 1.535, H21 1.097, H22 1.090, H23 1.094
18 H -2.3707 1.9193 1.5911  C16 1.091
19 H -3.8163 2.0394 2.6289  C16 1.084
20 H -2.8241 0.5417 2.5574  C16 1.091
21 H -4.8155 0.1265 1.2028  C17 1.097
22 H -4.7930 1.6920 0.5000  C17 1.090
23 H -3.5694 0.4904 -0.0020  C17 1.094

Output
- E_LUMO: 0.96 eV
- Charge: 0
- SMILES: Cc1ccccc1.CC
- Orbital gap: 10.00 eV



Run 3
A cluster of 2 separate species, C9H14 in total. Source: the OMol25 dataset; level of theory: ωB97M-V/def2-TZVPD.

Bonds (Å) are listed after each position.
Cartesian coordinates (Å):
1 C -1.6208 0.4543 -1.9085  C2 1.500, H8 1.123, H9 1.100, H10 1.107
2 C -0.4777 -0.3377 -1.3474  C1 1.500, C3 1.399, C7 1.342
3 C 0.7072 -0.1060 -2.0541  C2 1.399, C4 1.373, H11 1.077
4 C 1.9074 -0.6917 -1.7376  C3 1.373, C5 1.432, H12 1.122
5 C 1.9479 -1.6874 -0.7085  C4 1.432, C6 1.394, H13 1.085
6 C 0.7312 -1.9925 -0.1009  C5 1.394, C7 1.409, H14 1.106
7 C -0.4697 -1.3565 -0.4744  C2 1.342, C6 1.409, H15 1.076
8 H -2.4082 0.3295 -1.1183  C1 1.123
9 H -2.0099 0.1136 -2.8796  C1 1.100
10 H -1.3237 1.5174 -1.8236  C1 1.107
11 H 0.7458 0.4517 -2.9752  C3 1.077
12 H 2.8205 -0.6182 -2.3852  C4 1.122
13 H 2.7689 -2.3843 -0.5737  C5 1.085
14 H 0.7919 -2.6797 0.7634  C6 1.106
15 H -1.3734 -1.4816 0.0952  C7 1.076
16 C -0.4044 1.4690 3.1953  C17 1.556, H18 1.100, H19 1.091, H20 1.110
17 C -0.2548 1.1304 1.6835  C16 1.556, H21 1.075, H22 1.111, H23 1.096
18 H -1.0908 2.3239 3.2843  C16 1.100
19 H -0.8640 0.5746 3.6185  C16 1.091
20 H 0.5936 1.6960 3.6261  C16 1.110
21 H -0.2007 0.0597 1.6070  C17 1.075
22 H 0.5505 1.6610 1.1318  C17 1.111
23 H -1.0669 1.5548 1.0818  C17 1.096

Output
- E_LUMO: 0.98 eV
- Charge: 0
- SMILES: Cc1ccccc1.CC
- Orbital gap: 10.02 eV



Run 4
A cluster of 2 separate species, C9H14 in total. Source: the OMol25 dataset; level of theory: ωB97M-V/def2-TZVPD.

Bonds (Å) are listed after each position.
Cartesian coordinates (Å):
1 C 2.2080 -0.5018 0.0579  C2 1.501, H8 1.088, H9 1.088, H10 1.087
2 C 0.9751 -0.6343 0.9034  C1 1.501, C3 1.397, C7 1.389
3 C 0.5834 -1.8748 1.4122  C2 1.397, C4 1.384, H11 1.081
4 C -0.6324 -1.9906 2.0641  C3 1.384, C5 1.389, H12 1.078
5 C -1.4238 -0.8724 2.2916  C4 1.389, C6 1.381, H13 1.082
6 C -1.0008 0.3735 1.8736  C5 1.381, C7 1.390, H14 1.081
7 C 0.2028 0.4847 1.1873  C2 1.389, C6 1.390, H15 1.081
8 H 2.3302 0.5023 -0.3439  C1 1.088
9 H 2.1312 -1.0980 -0.8491  C1 1.088
10 H 3.0926 -0.8048 0.6126  C1 1.087
11 H 1.2541 -2.7027 1.2296  C3 1.081
12 H -0.9284 -2.9666 2.4148  C4 1.078
13 H -2.3844 -1.0148 2.7682  C5 1.082
14 H -1.6414 1.2377 1.9805  C6 1.081
15 H 0.5592 1.4529 0.8634  C7 1.081
16 C -0.6283 0.5282 -2.3133  C17 1.524, H18 1.090, H19 1.088, H20 1.088
17 C -0.6767 2.0516 -2.3314  C16 1.524, H21 1.087, H22 1.089, H23 1.094
18 H -1.6150 0.1057 -2.5005  C16 1.090
19 H 0.0569 0.1373 -3.0629  C16 1.088
20 H -0.3185 0.1981 -1.3239  C16 1.088
21 H 0.2949 2.5355 -2.2642  C17 1.087
22 H -1.2417 2.3942 -1.4661  C17 1.089
23 H -1.1970 2.4588 -3.2038  C17 1.094

Output
- E_LUMO: 1.04 eV
- Charge: 0
- SMILES: Cc1ccccc1.CC
- Orbital gap: 10.10 eV



Energetically preferred structure: run 4 | next structure: +0.301 eV



Run 1
A cluster of 2 separate species, C9H14 in total. Source: the OMol25 dataset; level of theory: ωB97M-V/def2-TZVPD.

Bonds (Å) are listed after each position.
Cartesian coordinates (Å):
1 C 0.7066 1.2512 0.3490  C2 1.506, H8 1.090, H9 1.098, H10 1.089
2 C -0.4601 0.6873 1.1156  C1 1.506, C3 1.388, C7 1.388
3 C -0.3804 0.4634 2.4830  C2 1.388, C4 1.383, H11 1.084
4 C -1.3739 -0.2153 3.1656  C3 1.383, C5 1.380, H12 1.081
5 C -2.4808 -0.6237 2.4494  C4 1.380, C6 1.395, H13 1.079
6 C -2.6157 -0.2941 1.1008  C5 1.395, C7 1.377, H14 1.090
7 C -1.6128 0.3568 0.4168  C2 1.388, C6 1.377, H15 1.086
8 H 1.7065 0.9157 0.6243  C1 1.090
9 H 0.7456 2.3438 0.4557  C1 1.098
10 H 0.5470 1.1629 -0.7249  C1 1.089
11 H 0.4545 0.9805 2.9426  C3 1.084
12 H -1.2931 -0.4073 4.2267  C4 1.081
13 H -3.3336 -1.0788 2.9290  C5 1.079
14 H -3.5796 -0.4987 0.6339  C6 1.090
15 H -1.7852 0.6693 -0.6090  C7 1.086
16 C 2.2662 -1.2815 -2.3810  C17 1.534, H18 1.086, H19 1.090, H20 1.097
17 C 1.4572 -0.1053 -2.9412  C16 1.534, H21 1.092, H22 1.091, H23 1.081
18 H 1.8802 -2.2142 -2.7812  C16 1.086
19 H 3.2987 -1.1924 -2.7203  C16 1.090
20 H 2.2111 -1.3104 -1.2853  C16 1.097
21 H 0.3847 -0.2856 -2.8432  C17 1.092
22 H 1.5251 -0.1994 -4.0264  C17 1.091
23 H 1.7318 0.8760 -2.5800  C17 1.081

Output
- E_LUMO: 1.03 eV
- Charge: 0
- SMILES: Cc1ccccc1.CC
- Orbital gap: 9.97 eV



Run 2
A cluster of 2 separate species, C9H14 in total. Source: the OMol25 dataset; level of theory: ωB97M-V/def2-TZVPD.

Bonds (Å) are listed after each position.
Cartesian coordinates (Å):
1 C 0.8798 -1.8885 3.1404  C2 1.499, H8 1.104, H9 1.088, H10 1.084
2 C 0.8631 -0.7532 2.1619  C1 1.499, C3 1.416, C7 1.380
3 C 2.0124 -0.3079 1.4641  C2 1.416, C4 1.384, H11 1.086
4 C 1.9760 0.6653 0.4814  C3 1.384, C5 1.419, H12 1.079
5 C 0.7209 1.2472 0.1639  C4 1.419, C6 1.366, H13 1.084
6 C -0.4137 0.7681 0.7549  C5 1.366, C7 1.399, H14 1.073
7 C -0.3160 -0.1153 1.8353  C2 1.380, C6 1.399, H15 1.078
8 H 0.0553 -1.8546 3.8731  C1 1.104
9 H 1.8541 -2.0442 3.6002  C1 1.088
10 H 0.5497 -2.7799 2.6199  C1 1.084
11 H 2.9175 -0.8903 1.6094  C3 1.086
12 H 2.9236 0.9575 0.0569  C4 1.079
13 H 0.7849 2.0711 -0.5375  C5 1.084
14 H -1.4332 0.9617 0.4811  C6 1.073
15 H -1.1597 -0.4822 2.3965  C7 1.078
16 C -2.2149 0.3608 -2.7171  C17 1.527, H18 1.090, H19 1.091, H20 1.094
17 C -0.8980 0.7845 -3.3628  C16 1.527, H21 1.078, H22 1.107, H23 1.091
18 H -2.1143 0.1892 -1.6453  C16 1.090
19 H -3.0687 1.0314 -2.8288  C16 1.091
20 H -2.4027 -0.6401 -3.1168  C16 1.094
21 H -0.9211 1.0371 -4.4109  C17 1.078
22 H -0.4529 1.6602 -2.8529  C17 1.107
23 H -0.1420 0.0222 -3.1671  C17 1.091

Output
- E_LUMO: 1.02 eV
- Charge: 0
- SMILES: Cc1ccccc1.CC
- Orbital gap: 9.99 eV



Run 3
A cluster of 2 separate species, C9H14 in total. Source: the OMol25 dataset; level of theory: ωB97M-V/def2-TZVPD.

Bonds (Å) are listed after each position.
Cartesian coordinates (Å):
1 C -0.7414 -0.8449 -3.4696  C2 1.504, H8 1.112, H9 1.167, H10 1.085
2 C -0.2890 -0.0109 -2.3023  C1 1.504, C3 1.421, C7 1.376
3 C -1.3096 0.3875 -1.3972  C2 1.421, C4 1.380, H11 1.082
4 C -0.8984 1.1754 -0.3417  C3 1.380, C5 1.400, H12 1.089
5 C 0.4294 1.5860 -0.1717  C4 1.400, C6 1.370, H13 1.093
6 C 1.3772 1.2305 -1.0955  C5 1.370, C7 1.417, H14 1.098
7 C 1.0389 0.2850 -2.0952  C2 1.376, C6 1.417, H15 1.085
8 H -1.6965 -1.3473 -3.2024  C1 1.112
9 H 0.0422 -1.7082 -3.5289  C1 1.167
10 H -0.7610 -0.4366 -4.4750  C1 1.085
11 H -2.3277 0.0553 -1.5514  C3 1.082
12 H -1.5946 1.4939 0.4322  C4 1.089
13 H 0.6578 2.3160 0.6094  C5 1.093
14 H 2.3839 1.6685 -1.1319  C6 1.098
15 H 1.8711 -0.2439 -2.5472  C7 1.085
16 C 0.1901 -0.1921 2.6992  C17 1.510, H18 1.090, H19 1.091, H20 1.104
17 C 0.1712 -1.1295 3.8830  C16 1.510, H21 1.088, H22 1.090, H23 1.104
18 H 0.3226 -0.8521 1.8416  C16 1.090
19 H -0.6899 0.4035 2.4529  C16 1.091
20 H 1.0885 0.4486 2.7142  C16 1.104
21 H -0.7485 -1.2920 4.4403  C17 1.088
22 H 0.9630 -0.8386 4.5730  C17 1.090
23 H 0.5207 -2.1540 3.6642  C17 1.104

Output
- E_LUMO: 1.01 eV
- Charge: 0
- SMILES: Cc1ccccc1.CC
- Orbital gap: 9.98 eV



Energetically preferred structure: run 1 | next structure: +0.205 eV



Run 1
A cluster of 2 separate species, C9H14 in total. Source: the OMol25 dataset; level of theory: ωB97M-V/def2-TZVPD.

Bonds (Å) are listed after each position.
Cartesian coordinates (Å):
1 C -0.0466 2.1760 -0.8940  C2 1.505, H8 1.101, H9 1.086, H10 1.079
2 C -1.1645 1.4099 -0.2388  C1 1.505, C3 1.386, C7 1.416
3 C -1.8103 0.3983 -0.9329  C2 1.386, C4 1.375, H11 1.094
4 C -2.5658 -0.6218 -0.4041  C3 1.375, C5 1.405, H12 1.079
5 C -2.5915 -0.6809 0.9989  C4 1.405, C6 1.373, H13 1.083
6 C -1.9973 0.3259 1.7183  C5 1.373, C7 1.394, H14 1.090
7 C -1.3106 1.4079 1.1698  C2 1.416, C6 1.394, H15 1.079
8 H 0.7739 2.1760 -0.1603  C1 1.101
9 H -0.2485 3.2067 -1.1695  C1 1.086
10 H 0.3979 1.6512 -1.7253  C1 1.079
11 H -1.6978 0.3688 -2.0210  C3 1.094
12 H -2.9936 -1.4291 -0.9787  C4 1.079
13 H -3.0034 -1.5689 1.4612  C5 1.083
14 H -2.1916 0.3301 2.7910  C6 1.090
15 H -0.7564 2.1272 1.7524  C7 1.079
16 C 2.6625 -1.0713 -0.8596  C17 1.561, H18 1.083, H19 1.097, H20 1.087
17 C 2.6583 -1.7593 0.5415  C16 1.561, H21 1.086, H22 1.087, H23 1.091
18 H 2.4911 -1.7505 -1.6862  C16 1.083
19 H 1.8091 -0.3824 -0.8689  C16 1.097
20 H 3.5256 -0.4311 -1.0236  C16 1.087
21 H 1.6997 -1.7425 1.0517  C17 1.086
22 H 3.4901 -1.3212 1.0872  C17 1.087
23 H 2.8697 -2.8187 0.3909  C17 1.091

Output
- E_LUMO: 1.01 eV
- Charge: 0
- SMILES: Cc1ccccc1.CC
- Orbital gap: 10.03 eV



Run 2
A cluster of 2 separate species, C9H14 in total. Source: the OMol25 dataset; level of theory: ωB97M-V/def2-TZVPD.

Bonds (Å) are listed after each position.
Cartesian coordinates (Å):
1 C -2.2568 -0.2070 -1.1695  C2 1.465, H8 1.043, H9 1.130, H10 1.083
2 C -1.5013 0.1119 0.0441  C1 1.465, C3 1.417, C7 1.397
3 C -0.4536 1.0603 -0.0647  C2 1.417, C4 1.438, H11 1.036
4 C 0.2489 1.5118 1.1058  C3 1.438, C5 1.413, H12 1.105
5 C -0.0265 0.9902 2.3901  C4 1.413, C6 1.393, H13 1.086
6 C -1.0024 -0.0007 2.4608  C5 1.393, C7 1.408, H14 1.122
7 C -1.7819 -0.3358 1.3371  C2 1.397, C6 1.408, H15 1.084
8 H -3.0597 0.4553 -1.2320  C1 1.043
9 H -2.5524 -1.2945 -1.0898  C1 1.130
10 H -1.7002 -0.0801 -2.0901  C1 1.083
11 H -0.2333 1.4926 -0.9804  C3 1.036
12 H 1.1397 2.1019 0.8248  C4 1.105
13 H 0.4554 1.4811 3.2311  C5 1.086
14 H -1.2476 -0.4829 3.4435  C6 1.122
15 H -2.4570 -1.1841 1.3135  C7 1.084
16 C 1.9789 -0.5889 -2.0215  C17 1.609, H18 1.139, H19 1.122, H20 1.083
17 C 2.1609 -0.8129 -0.4391  C16 1.609, H21 1.102, H22 1.109, H23 1.127
18 H 2.0850 -1.5424 -2.6347  C16 1.139
19 H 0.9461 -0.1542 -2.0788  C16 1.122
20 H 2.7313 0.0354 -2.4861  C16 1.083
21 H 3.0879 -0.4808 0.0554  C17 1.102
22 H 2.1050 -1.8287 0.0028  C17 1.109
23 H 1.3339 -0.2477 0.0776  C17 1.127

Output
- E_LUMO: 1.04 eV
- Charge: 0
- SMILES: Cc1ccccc1.CC
- Orbital gap: 10.10 eV



Run 3
A cluster of 2 separate species, C9H14 in total. Source: the OMol25 dataset; level of theory: ωB97M-V/def2-TZVPD.

Bonds (Å) are listed after each position.
Cartesian coordinates (Å):
1 C 3.8015 0.9867 1.3597  C2 1.458, H8 1.121, H9 1.085, H10 1.090
2 C 2.5571 0.2659 1.1186  C1 1.458, C3 1.362, C7 1.430
3 C 1.3143 0.8212 1.1728  C2 1.362, C4 1.398, H11 1.119
4 C 0.0623 0.2034 1.1071  C3 1.398, C5 1.381, H12 1.178
5 C 0.1409 -1.1003 0.6595  C4 1.381, C6 1.384, H13 1.071
6 C 1.3590 -1.6657 0.3237  C5 1.384, C7 1.352, H14 1.083
7 C 2.5390 -1.0685 0.6055  C2 1.430, C6 1.352, H15 1.092
8 H 4.4215 0.2816 1.9727  C1 1.121
9 H 3.5831 1.8082 2.0347  C1 1.085
10 H 4.1048 1.4202 0.4069  C1 1.090
11 H 1.4709 1.9234 1.2859  C3 1.119
12 H -0.8858 0.8626 1.3397  C4 1.178
13 H -0.7996 -1.5520 0.4167  C5 1.071
14 H 1.3723 -2.6572 -0.1106  C6 1.083
15 H 3.3720 -1.6369 0.1854  C7 1.092
16 C -4.1365 0.0764 -2.2544  C17 1.543, H18 1.151, H19 1.084, H20 1.110
17 C -3.0147 0.1772 -1.2002  C16 1.543, H21 1.076, H22 1.056, H23 1.037
18 H -4.8676 0.9659 -2.2525  C16 1.151
19 H -3.4306 -0.0345 -3.0691  C16 1.084
20 H -4.7652 -0.8340 -2.1625  C16 1.110
21 H -3.1635 -0.1182 -0.1767  C17 1.076
22 H -2.1582 -0.3305 -1.5516  C17 1.056
23 H -2.8769 1.2051 -1.2112  C17 1.037

Output
- E_LUMO: 0.98 eV
- Charge: 0
- SMILES: Cc1ccccc1.CC
- Orbital gap: 9.95 eV



Energetically preferred structure: run 1 | next structure: +0.618 eV